*one*
The following is a quantum chemistry calculation of a molecular structure, C39H33N8O2PRhSe, from the Open Molecules 2025 dataset.

Last column: Mulliken spin population.
Cartesian coordinates (Å):
Rh -0.0230 -0.5325 -1.2035  1.375
O 0.8592 -1.8529 0.4207  0.276
C 0.1219 -2.4211 1.3284  0.227
C 0.7213 -2.8774 2.5147  -0.163
C 0.0144 -3.4981 3.5323  0.290
C -1.3692 -3.6963 3.3922  -0.116
C -2.0028 -3.2737 2.2577  0.226
C -1.3206 -2.6195 1.1687  0.016
C -2.1007 -2.2645 0.0904  0.373
N -1.7230 -1.5534 -1.0749  0.407
N -2.7149 -1.3729 -1.9015  0.278
C -2.4365 -0.5296 -2.9263  0.028
O -1.3666 0.1093 -3.0626  0.260
C -3.5308 -0.3622 -3.9229  -0.037
C -3.3354 0.5127 -4.9886  0.034
C -4.3307 0.6989 -5.9357  -0.017
C -5.5329 0.0127 -5.8290  0.035
C -5.7321 -0.8628 -4.7685  -0.017
C -4.7388 -1.0511 -3.8209  0.052
H 1.7891 -2.7119 2.6165  -0.013
H 0.5268 -3.8216 4.4298  0.024
H -1.9345 -4.1794 4.1800  -0.002
H -3.0714 -3.4253 2.1502  0.001
H -3.1584 -2.4995 0.1108  0.017
H -2.3910 1.0360 -5.0536  0.006
H -4.1679 1.3814 -6.7610  -0.001
H -6.3108 0.1574 -6.5690  0.003
H -6.6672 -1.4028 -4.6809  -0.001
H -4.8819 -1.7303 -2.9924  0.005
N 3.5921 -1.9451 0.5854  0.000
C 4.4983 -1.1749 -0.0049  -0.001
N 5.8152 -1.5011 0.1510  0.000
N 4.2503 -0.0699 -0.6904  -0.001
C 2.9932 0.1817 -0.9466  -0.010
N 1.8924 0.4396 -1.1936  0.015
H 3.8695 -2.8725 0.8639  0.000
H 2.5656 -1.8109 0.4668  -0.020
H 6.0213 -2.4649 0.3571  0.000
H 6.4249 -1.0586 -0.5158  0.000
N -0.8113 0.7095 0.0363  0.349
P -0.3656 1.9123 0.9175  0.013
C 1.3370 2.0450 1.5604  -0.015
C 1.9154 0.8805 2.0622  -0.003
C 3.1914 0.9142 2.6012  0.004
C 3.8978 2.1095 2.6471  -0.001
C 3.3253 3.2721 2.1534  0.001
C 2.0463 3.2408 1.6119  0.001
C -1.3343 1.9252 2.4550  0.014
C -1.1290 2.8623 3.4653  -0.002
C -1.8554 2.7862 4.6427  0.001
C -2.7739 1.7583 4.8242  0.001
C -2.9658 0.8127 3.8284  -0.002
C -2.2517 0.8974 2.6401  -0.003
C -0.6438 3.4880 0.0642  0.041
C 0.0777 3.6926 -1.1128  0.000
C -0.1356 4.8327 -1.8685  -0.006
C -1.0755 5.7721 -1.4603  0.005
C -1.8042 5.5660 -0.2994  -0.001
C -1.5915 4.4230 0.4617  -0.001
H 1.3721 -0.0559 1.9959  0.001
H 3.6391 0.0003 2.9716  0.001
H 4.8991 2.1320 3.0594  0.000
H 3.8764 4.2041 2.1807  0.000
H 1.6102 4.1495 1.2145  0.001
H -0.3899 3.6456 3.3375  0.000
H -1.6967 3.5182 5.4248  0.000
H -3.3314 1.6912 5.7504  0.000
H -3.6648 -0.0008 3.9755  -0.002
H -2.3788 0.1670 1.8489  0.003
H 0.7885 2.9415 -1.4408  0.001
H 0.4208 4.9827 -2.7848  0.000
H -1.2470 6.6598 -2.0565  0.000
H -2.5473 6.2896 0.0118  0.000
H -2.1722 4.2568 1.3603  0.001
Se 0.8082 -2.0792 -3.1006  0.047
C 2.1536 -3.1409 -2.2793  -0.004
C 3.4907 -3.0553 -2.6753  0.001
C 4.4453 -3.8447 -2.0570  -0.001
N 4.1860 -4.7080 -1.0721  0.005
C 2.8989 -4.8118 -0.7178  -0.006
C 1.8717 -4.0737 -1.2778  0.004
H 3.7787 -2.3610 -3.4543  0.000
H 5.4856 -3.7731 -2.3643  0.000
H 2.6791 -5.5243 0.0720  0.000
H 0.8566 -4.2034 -0.9271  0.001

Values from the calculation:
charge: -1
HOMO level (alpha / beta): -2.38 / -4.44 eV
Kohn-Sham gap (alpha / beta): 4.9 / 5.9 eV
LUMO level (alpha / beta): 0.0926 / 0.0555 hartree
2S+1: 5

*two*
The following is a quantum chemistry calculation of a molecular structure, C39H33N8O2PRhSe, from the Open Molecules 2025 dataset.

Last column: Mulliken spin population.
Cartesian coordinates (Å):
Rh -0.1538 0.2905 -0.2082  1.454
O 0.0474 0.4803 -2.1932  0.187
C 1.0342 1.0908 -2.7776  0.254
C 0.7988 1.7695 -3.9856  -0.100
C 1.8272 2.3033 -4.7344  0.239
C 3.1592 2.1726 -4.2982  -0.078
C 3.4327 1.5594 -3.1085  0.166
C 2.3995 1.0355 -2.2746  -0.034
C 2.7226 0.5272 -1.0314  0.384
N 1.8095 0.0972 -0.0848  0.392
N 2.3077 -0.2226 1.0843  0.096
C 1.3848 -0.3841 2.0296  0.131
O 0.1479 -0.0504 1.8395  0.163
C 1.7901 -0.9811 3.2985  -0.028
C 3.1276 -0.9708 3.7092  0.059
C 3.5007 -1.6067 4.8783  -0.027
C 2.5598 -2.2802 5.6486  0.051
C 1.2315 -2.2995 5.2414  -0.032
C 0.8450 -1.6394 4.0896  0.041
H -0.2279 1.8454 -4.3209  -0.010
H 1.6074 2.8147 -5.6634  0.024
H 3.9694 2.5715 -4.8964  -0.002
H 4.4564 1.4747 -2.7619  0.004
H 3.7579 0.5336 -0.7087  0.026
H 3.8540 -0.4553 3.0969  0.006
H 4.5384 -1.5914 5.1897  -0.001
H 2.8665 -2.8004 6.5473  0.005
H 0.4987 -2.8520 5.8170  -0.001
H -0.1821 -1.6626 3.7490  0.024
N -1.8678 1.9949 2.5342  0.010
C -1.2214 3.1363 2.8121  0.000
N -1.4376 3.7199 4.0230  0.000
N -0.4064 3.7506 2.0001  0.005
C -0.0068 3.1799 0.8930  0.046
N 0.3872 2.7162 -0.0954  0.003
H -2.3328 1.4838 3.2630  0.001
H -1.6240 1.4809 1.6887  -0.010
H -2.1749 3.3992 4.6216  0.000
H -1.1236 4.6678 4.1207  0.000
N -2.0403 0.7085 0.0609  0.283
P -3.3905 -0.0610 -0.0795  -0.034
C -3.7051 -1.1948 -1.4784  0.019
C -4.8573 -1.9633 -1.6064  0.002
C -5.0755 -2.6967 -2.7609  0.000
C -4.1491 -2.6722 -3.7919  -0.001
C -2.9882 -1.9252 -3.6588  0.002
C -2.7692 -1.1840 -2.5085  0.024
C -3.9448 -0.8927 1.4504  0.027
C -2.9785 -1.1798 2.4111  -0.011
C -3.3444 -1.7659 3.6136  0.001
C -4.6735 -2.0869 3.8564  0.000
C -5.6394 -1.7937 2.9042  0.001
C -5.2816 -1.1784 1.7143  0.000
C -4.6830 1.2016 -0.3424  0.003
C -4.9055 2.0944 0.7062  0.001
C -5.7148 3.2017 0.5258  -0.002
C -6.2992 3.4355 -0.7129  0.005
C -6.0812 2.5527 -1.7597  -0.002
C -5.2675 1.4428 -1.5801  0.004
H -5.5894 -1.9983 -0.8106  0.000
H -5.9709 -3.2986 -2.8535  0.000
H -4.3266 -3.2460 -4.6927  0.000
H -2.2482 -1.9158 -4.4491  0.000
H -1.8702 -0.5916 -2.4047  -0.019
H -1.9403 -0.9592 2.1925  -0.002
H -2.5903 -1.9793 4.3620  0.000
H -4.9567 -2.5671 4.7848  0.000
H -6.6783 -2.0385 3.0880  0.000
H -6.0461 -0.9124 0.9948  0.001
H -4.4264 1.9008 1.6593  0.000
H -5.8815 3.8928 1.3429  0.000
H -6.9115 4.3158 -0.8638  0.000
H -6.5390 2.7377 -2.7235  0.000
H -5.0902 0.7571 -2.3993  0.001
Se -0.4413 -2.5557 0.5362  0.182
C -1.3067 -4.0735 -0.2154  0.019
C -0.7804 -4.7946 -1.2901  0.022
C -1.4159 -5.9506 -1.7076  -0.006
N -2.5252 -6.4380 -1.1520  0.020
C -3.0360 -5.7383 -0.1394  -0.004
C -2.4814 -4.5719 0.3553  0.015
H 0.1196 -4.4531 -1.7844  0.001
H -1.0197 -6.5330 -2.5355  0.000
H -3.9462 -6.1445 0.2949  0.000
H -2.9444 -4.0462 1.1818  0.001

Values from the calculation:
charge: -1
HOMO level (alpha / beta): -2.60 / -4.19 eV
Kohn-Sham gap (alpha / beta): 4.8 / 5.1 eV
LUMO level (alpha / beta): 0.0820 / 0.0343 hartree
2S+1: 5

Which structure above is the least stable? It is *two*.